Formula: C37H77IN11O11P4
Source: the Open Molecules 2025 dataset
Level of theory: ωB97M-V with the def2-TZVPD basis set

Geometry (Å):
C (6.929, -2.054, 0.266)
C (6.144, -1.620, 1.639)
P (4.935, -0.147, 1.442)
C (5.699, 1.273, 0.420)
C (6.026, 0.911, -1.144)
N (3.360, -0.709, 0.725)
C (2.239, 0.069, 0.849)
N (0.891, -0.336, 0.213)
C (0.251, -1.003, 1.400)
C (-1.334, -1.385, 1.241)
C (-1.489, -2.845, 0.466)
N (-2.840, -3.058, -0.180)
C (-2.889, -2.278, -1.474)
C (-3.529, -3.107, -2.751)
C (-5.012, -2.864, -3.408)
C (-5.482, -3.761, -4.737)
C (-4.491, -4.872, -5.429)
C (-2.999, -5.125, -4.735)
C (-2.530, -4.254, -3.430)
O (-1.173, -4.526, -2.872)
C (0.396, 1.013, -0.242)
I (1.995, 1.518, -1.722)
P (-1.148, 1.208, -1.322)
O (-2.476, 1.622, -0.576)
C (0.754, 2.157, 0.925)
N (-0.525, 2.166, 1.721)
N (1.199, 3.354, 0.129)
C (0.094, 4.300, -0.249)
C (2.230, 4.204, 0.838)
C (3.638, 4.593, 0.024)
O (2.115, 4.739, 2.062)
N (1.986, 1.421, 1.491)
P (2.364, 1.636, 3.205)
O (2.579, 0.175, 3.843)
O (3.952, 2.432, 3.275)
O (1.295, 2.654, 4.117)
P (3.453, -2.298, -0.111)
C (2.965, -3.750, 1.024)
C (2.533, -2.302, -1.781)
H (7.210, -3.212, 0.219)
H (6.251, -1.870, -0.694)
H (7.911, -1.433, 0.087)
H (5.652, -2.589, 2.090)
H (6.987, -1.267, 2.405)
H (6.662, 1.668, 1.004)
H (4.931, 2.155, 0.421)
H (6.105, 1.949, -1.722)
H (7.095, 0.434, -1.189)
H (5.190, 0.285, -1.673)
H (0.820, -2.044, 1.541)
H (0.376, -0.446, 2.426)
H (-1.737, -1.584, 2.347)
H (-2.015, -0.541, 0.804)
H (-0.568, -3.079, -0.251)
H (-1.406, -3.661, 1.333)
H (-3.581, -2.623, 0.441)
H (-3.503, -1.280, -1.318)
H (-1.753, -2.069, -1.775)
H (-5.747, -2.063, -2.973)
H (-6.539, -3.550, -5.206)
H (-4.798, -5.485, -6.386)
H (-2.300, -5.914, -5.251)
H (-1.015, -5.529, -2.912)
H (-0.864, 2.298, -2.267)
H (-1.296, 0.023, -2.173)
H (-0.739, 3.124, 2.132)
H (-0.501, 1.541, 2.558)
H (0.328, 4.682, -1.356)
H (-0.989, 3.870, -0.229)
H (0.116, 5.275, 0.438)
H (3.630, 4.174, -1.071)
H (4.586, 4.302, 0.651)
H (3.632, 5.787, -0.010)
H (4.157, 2.813, 2.370)
H (1.418, 2.373, 5.090)
H (2.863, -3.304, 2.125)
H (3.836, -4.561, 1.113)
H (1.935, -4.249, 0.778)
H (2.854, -3.307, -2.339)
H (1.373, -2.440, -1.538)
H (2.746, -1.376, -2.470)
C (-4.445, 3.561, -0.377)
C (-4.793, 4.920, 0.163)
O (-4.108, 5.482, 1.014)
N (-5.913, 5.529, -0.325)
C (-6.835, 5.032, -1.317)
H (-3.531, 3.199, 0.101)
H (-5.252, 2.856, -0.161)
H (-4.271, 3.622, -1.455)
H (-6.086, 6.441, 0.083)
H (-6.854, 5.742, -2.148)
H (-7.828, 4.981, -0.863)
H (-6.555, 4.046, -1.688)
C (-9.281, -5.438, -5.258)
C (-8.878, -4.800, -6.559)
O (-8.149, -3.813, -6.606)
N (-9.353, -5.355, -7.712)
C (-10.213, -6.505, -7.857)
H (-8.831, -4.891, -4.426)
H (-10.369, -5.404, -5.147)
H (-8.928, -6.472, -5.225)
H (-9.042, -4.875, -8.549)
H (-9.686, -7.249, -8.461)
H (-11.117, -6.188, -8.383)
H (-10.486, -6.944, -6.898)
C (2.729, -7.982, 0.829)
C (3.132, -7.343, -0.471)
O (3.861, -6.356, -0.519)
N (2.658, -7.899, -1.624)
C (1.798, -9.048, -1.769)
H (3.180, -7.435, 1.662)
H (1.642, -7.948, 0.941)
H (3.083, -9.016, 0.863)
H (2.969, -7.418, -2.461)
H (2.324, -9.792, -2.373)
H (0.894, -8.732, -2.295)
H (1.524, -9.488, -0.810)
C (6.990, 4.749, 7.605)
C (7.618, 4.730, 6.239)
O (8.677, 5.302, 5.996)
N (6.969, 4.045, 5.253)
C (5.726, 3.318, 5.345)
H (7.616, 5.330, 8.288)
H (6.004, 5.218, 7.556)
H (6.909, 3.730, 7.993)
H (7.447, 4.074, 4.359)
H (5.920, 2.278, 5.067)
H (5.022, 3.756, 4.633)
H (5.297, 3.351, 6.347)
C (-0.623, 6.833, 3.427)
C (-0.971, 8.192, 3.968)
O (-0.286, 8.754, 4.819)
N (-2.090, 8.801, 3.480)
C (-3.012, 8.304, 2.488)
H (0.291, 6.471, 3.905)
H (-1.430, 6.128, 3.644)
H (-0.449, 6.893, 2.349)
H (-2.264, 9.713, 3.888)
H (-3.032, 9.013, 1.656)
H (-4.006, 8.253, 2.942)
H (-2.733, 7.318, 2.116)

- Orbital gap: 5.6 eV
- Max |F|: 8.24 eV Å⁻¹
- Charge: +1



Formula: C37H77N3O17S7
Source: the Open Molecules 2025 dataset
Level of theory: ωB97M-V with the def2-TZVPD basis set

Geometry (Å):
C (-24.336, 5.604, -0.319)
C (-23.060, 6.186, -0.864)
O (-22.628, 7.266, -0.493)
N (-22.527, 5.526, -1.930)
C (-21.356, 6.016, -2.636)
H (-25.169, 6.157, -0.748)
H (-24.324, 5.677, 0.766)
H (-24.466, 4.554, -0.584)
H (-22.907, 4.653, -2.252)
H (-21.636, 6.598, -3.517)
H (-20.777, 5.160, -2.986)
H (-20.748, 6.625, -1.974)
C (-17.260, 10.278, 0.246)
C (-18.414, 10.054, -0.695)
O (-18.248, 9.617, -1.826)
N (-19.660, 10.285, -0.222)
C (-20.858, 9.863, -0.947)
H (-16.381, 10.586, -0.316)
H (-16.995, 9.299, 0.652)
H (-17.472, 10.998, 1.034)
H (-19.828, 10.817, 0.613)
H (-21.064, 10.651, -1.673)
H (-21.672, 9.764, -0.235)
H (-20.709, 8.892, -1.404)
C (-17.536, 2.464, 2.603)
C (-16.162, 3.047, 2.423)
O (-15.524, 2.854, 1.396)
N (-15.705, 3.840, 3.429)
C (-14.354, 4.357, 3.489)
H (-17.350, 1.385, 2.599)
H (-18.115, 2.572, 1.688)
H (-18.072, 2.803, 3.483)
H (-16.319, 4.077, 4.188)
H (-13.896, 4.178, 4.458)
H (-14.279, 5.414, 3.217)
H (-13.754, 3.840, 2.740)
C (-17.008, 5.345, -0.115)
C (-17.588, 6.287, -1.157)
C (-16.425, 6.729, -2.026)
S (-15.016, 6.850, -0.926)
O (-14.763, 8.209, -0.517)
O (-13.978, 6.003, -1.449)
C (-15.802, 6.041, 0.452)
H (-16.646, 4.410, -0.563)
H (-17.686, 4.954, 0.648)
H (-18.104, 7.152, -0.728)
H (-18.364, 5.806, -1.759)
H (-16.563, 7.652, -2.585)
H (-16.158, 5.945, -2.736)
H (-16.072, 6.818, 1.175)
H (-15.093, 5.409, 0.986)
C (-19.429, 1.946, -2.195)
C (-19.335, 2.983, -1.074)
C (-20.577, 2.846, -0.217)
S (-20.782, 1.082, -0.049)
O (-22.159, 0.729, 0.140)
O (-19.764, 0.617, 0.866)
C (-20.136, 0.682, -1.687)
H (-18.487, 1.707, -2.681)
H (-20.038, 2.358, -3.006)
H (-19.304, 4.013, -1.431)
H (-18.431, 2.839, -0.476)
H (-21.471, 3.244, -0.705)
H (-20.590, 3.266, 0.790)
H (-21.012, 0.422, -2.281)
H (-19.531, -0.210, -1.554)
C (-19.911, 8.455, -5.518)
C (-19.541, 8.609, -7.019)
C (-18.502, 7.523, -7.284)
S (-17.388, 7.734, -5.902)
O (-16.604, 8.907, -6.197)
O (-16.736, 6.513, -5.516)
C (-18.646, 8.209, -4.711)
H (-20.583, 7.601, -5.443)
H (-20.411, 9.356, -5.169)
H (-19.140, 9.596, -7.235)
H (-20.447, 8.396, -7.584)
H (-17.892, 7.567, -8.182)
H (-18.939, 6.528, -7.178)
H (-18.179, 9.075, -4.242)
H (-18.726, 7.399, -3.989)
C (-12.616, 9.188, -5.136)
C (-13.578, 8.613, -4.081)
C (-14.514, 9.742, -3.692)
S (-13.504, 11.238, -3.703)
O (-13.066, 11.603, -2.383)
O (-14.157, 12.215, -4.534)
C (-12.109, 10.500, -4.565)
H (-13.105, 9.279, -6.107)
H (-11.792, 8.484, -5.264)
H (-12.993, 8.284, -3.215)
H (-14.113, 7.741, -4.458)
H (-15.101, 9.701, -2.778)
H (-15.138, 9.966, -4.560)
H (-11.359, 10.287, -3.804)
H (-11.712, 11.215, -5.281)
C (-10.179, 4.524, -0.127)
C (-11.515, 3.928, -0.601)
C (-12.325, 3.773, 0.669)
S (-11.178, 3.044, 1.840)
O (-11.249, 1.608, 1.779)
O (-11.306, 3.719, 3.099)
C (-9.690, 3.577, 0.953)
H (-10.431, 5.496, 0.308)
H (-9.465, 4.669, -0.934)
H (-11.324, 2.953, -1.064)
H (-12.057, 4.531, -1.327)
H (-13.248, 3.194, 0.635)
H (-12.552, 4.725, 1.157)
H (-9.299, 2.640, 0.552)
H (-8.945, 3.985, 1.631)
C (-20.525, 7.877, 2.177)
C (-19.118, 7.260, 2.034)
C (-18.886, 6.478, 3.326)
S (-20.423, 5.628, 3.648)
O (-20.616, 5.498, 5.065)
O (-20.460, 4.471, 2.790)
C (-21.435, 6.964, 2.985)
H (-20.974, 8.075, 1.205)
H (-20.453, 8.843, 2.680)
H (-18.348, 8.026, 1.979)
H (-19.092, 6.601, 1.166)
H (-18.783, 7.201, 4.141)
H (-18.059, 5.775, 3.400)
H (-21.747, 7.453, 3.910)
H (-22.334, 6.536, 2.550)
C (-14.505, 1.899, -1.692)
C (-14.777, 0.459, -2.145)
C (-14.702, 0.487, -3.667)
S (-15.510, 2.023, -4.150)
O (-16.906, 1.818, -4.470)
O (-14.672, 2.717, -5.081)
C (-15.448, 2.773, -2.514)
H (-13.475, 2.161, -1.957)
H (-14.647, 2.018, -0.619)
H (-15.769, 0.123, -1.835)
H (-14.019, -0.203, -1.730)
H (-15.146, -0.340, -4.212)
H (-13.660, 0.639, -3.951)
H (-16.440, 2.658, -2.075)
H (-15.161, 3.816, -2.617)

- Orbital gap: 9.7 eV
- SMILES: O=S1(=O)CCCC1.O=S1(=O)CCCC1.O=S1(=O)CCCC1.O=S1(=O)CCCC1.O=S1(=O)CCCC1.O=S1(=O)CCCC1.O=S1(=O)CCCC1.CNC(C)=O.CNC(C)=O.CNC(C)=O
- Max |F|: 1.37 eV Å⁻¹
- Charge: 0



Formula: C37H78FN2O12P
Source: the Open Molecules 2025 dataset
Level of theory: ωB97M-V with the def2-TZVPD basis set

Geometry (Å):
C (4.544, -7.966, 6.432)
C (3.347, -7.045, 6.938)
O (3.800, -5.671, 6.895)
C (3.013, -4.906, 5.959)
C (3.476, -5.365, 4.498)
O (3.016, -4.420, 3.507)
C (1.970, -4.939, 2.709)
C (0.753, -5.502, 3.587)
F (2.395, -6.005, 1.871)
O (1.448, -3.849, 1.979)
C (2.115, -3.669, 0.708)
C (1.790, -2.228, 0.146)
C (3.116, -1.769, -0.646)
C (3.685, -2.874, -1.614)
N (4.883, -2.692, -2.105)
O (0.740, -2.147, -0.806)
C (-0.567, -2.407, -0.310)
C (-1.568, -1.726, -1.382)
C (-3.055, -2.214, -1.259)
N (-3.633, -2.726, -2.305)
C (-0.945, -1.769, 1.088)
C (-0.611, -0.196, 1.192)
C (-0.250, 0.207, 2.689)
C (1.301, 0.212, 3.010)
C (2.126, 1.188, 2.034)
C (3.025, 2.179, 2.911)
C (3.593, 3.367, 2.020)
C (2.472, 4.169, 1.230)
C (1.171, 4.485, 2.079)
C (-0.041, 5.039, 1.170)
C (-1.246, 3.996, 1.121)
O (-2.102, 4.135, 2.281)
C (-3.109, 3.108, 2.278)
P (-1.075, -4.242, -0.292)
O (-1.296, -4.843, -1.681)
H (5.368, -7.276, 6.068)
H (4.168, -8.598, 5.575)
H (4.931, -8.628, 7.261)
H (3.010, -7.277, 7.994)
H (2.457, -7.235, 6.263)
H (3.142, -3.786, 6.094)
H (1.927, -5.123, 6.172)
H (4.610, -5.290, 4.514)
H (3.225, -6.437, 4.270)
H (-0.157, -5.408, 2.920)
H (0.955, -6.557, 3.908)
H (0.646, -4.782, 4.455)
H (3.227, -3.841, 0.885)
H (1.820, -4.467, -0.049)
H (1.733, -1.527, 1.024)
H (3.891, -1.354, 0.075)
H (2.798, -0.880, -1.277)
H (3.134, -3.793, -1.947)
H (5.205, -1.790, -1.708)
H (-1.443, -0.609, -1.391)
H (-1.200, -2.090, -2.395)
H (-3.628, -2.167, -0.279)
H (-4.597, -3.000, -2.074)
H (-2.072, -1.831, 1.240)
H (-0.489, -2.267, 1.990)
H (0.276, -0.013, 0.505)
H (-1.448, 0.444, 0.792)
H (-0.760, -0.530, 3.375)
H (-0.636, 1.249, 2.882)
H (1.425, 0.649, 4.049)
H (1.760, -0.824, 3.012)
H (1.344, 1.748, 1.435)
H (2.780, 0.621, 1.307)
H (2.330, 2.595, 3.712)
H (3.840, 1.626, 3.461)
H (4.271, 4.055, 2.621)
H (4.266, 2.900, 1.232)
H (2.913, 5.150, 0.896)
H (2.197, 3.574, 0.302)
H (0.752, 3.577, 2.607)
H (1.398, 5.267, 2.869)
H (-0.383, 6.007, 1.630)
H (0.324, 5.238, 0.114)
H (-0.887, 2.928, 1.009)
H (-1.868, 4.251, 0.203)
H (-2.890, 2.296, 3.036)
H (-4.110, 3.551, 2.561)
H (-3.223, 2.625, 1.257)
H (-0.193, -5.063, 0.471)
H (-2.346, -4.279, 0.398)
C (2.019, 9.284, -3.405)
O (3.329, 9.135, -2.894)
C (3.343, 8.739, -1.529)
C (4.577, 7.901, -1.224)
O (4.496, 6.557, -1.699)
C (4.559, 6.378, -3.114)
C (5.936, 6.638, -3.707)
O (6.198, 8.036, -3.783)
C (7.567, 8.344, -3.612)
H (1.520, 10.137, -2.933)
H (2.093, 9.461, -4.479)
H (1.433, 8.372, -3.249)
H (2.445, 8.164, -1.278)
H (3.364, 9.653, -0.921)
H (4.661, 7.815, -0.137)
H (5.492, 8.384, -1.569)
H (3.784, 6.953, -3.619)
H (4.324, 5.322, -3.279)
H (5.978, 6.241, -4.728)
H (6.693, 6.135, -3.096)
H (7.944, 7.933, -2.669)
H (7.665, 9.430, -3.571)
H (8.155, 7.964, -4.452)
C (-10.636, -5.229, -4.591)
O (-10.188, -3.903, -4.396)
C (-10.148, -3.534, -3.024)
C (-9.047, -2.512, -2.774)
O (-7.733, -3.071, -2.749)
C (-7.206, -3.525, -3.997)
C (-6.846, -2.398, -4.958)
O (-8.019, -1.846, -5.548)
C (-7.893, -0.465, -5.822)
H (-11.693, -5.321, -4.317)
H (-10.518, -5.474, -5.647)
H (-10.034, -5.934, -4.007)
H (-9.979, -4.409, -2.388)
H (-11.120, -3.091, -2.772)
H (-9.200, -2.097, -1.774)
H (-9.103, -1.675, -3.470)
H (-7.865, -4.258, -4.460)
H (-6.281, -4.051, -3.743)
H (-6.223, -2.790, -5.770)
H (-6.285, -1.628, -4.416)
H (-7.621, 0.089, -4.917)
H (-8.862, -0.100, -6.164)
H (-7.150, -0.295, -6.607)

- Orbital gap: 9.6 eV
- SMILES: [H]/N=C\C[C@H](CO[C@@](C)(F)OCCOCC)O[C@](C/C=N/[H])(CCCCCCCCCCCOC)[PH2]=O.COCCOCCOC.COCCOCCOC
- Max |F|: 3.38 eV Å⁻¹
- Charge: 0